(1)
A cluster of 2 separate species, C4H11IO2Si in total at a distorted geometry. Source: the Open Molecules 2025 dataset; level of theory: ωB97M-V with the def2-TZVPD basis set.

```
19
Properties=species:S:1:pos:R:3:forces:R:3:nbo_charge:R:1
C -0.859593 -2.064339 2.074808 -0.004 -0.167 0.988 -0.24
H 2.447169 0.611016 -0.232577 0.133 -0.181 -0.183 0.19
H -1.823057 -1.822180 2.527225 0.004 -0.015 0.079 0.18
H -0.101809 -1.392159 2.478642 0.081 0.022 0.145 0.17
C 1.763048 0.931868 0.530061 -2.035 -0.962 -0.362 -0.43
H -1.312486 0.398518 -2.801359 -0.033 0.002 -0.124 0.18
C -0.707149 -0.510892 -2.849618 0.134 0.589 -0.923 -0.24
H 0.217821 2.444780 0.494651 0.064 0.016 0.022 0.23
O -0.795606 -1.235841 -1.674088 -0.190 -0.674 0.331 -0.92
H -1.064077 -1.140473 -3.664778 0.015 0.091 -0.017 0.19
H 1.620883 2.861409 1.442539 0.077 0.066 0.004 0.21
H 0.330230 -0.228068 -3.042974 -0.001 0.031 -0.107 0.18
Si -0.713610 -0.641671 -0.185904 2.215 1.485 0.629 1.62
I -2.380617 1.123807 0.190410 -0.172 0.003 0.018 -0.28
H 1.699720 2.897343 -0.328925 0.033 0.063 -0.061 0.21
H 1.899910 0.470637 1.493973 0.081 -0.168 0.098 0.18
O -0.935895 -1.963507 0.694885 -0.208 -0.337 -0.610 -0.92
H -0.594432 -3.093324 2.325422 -0.025 0.101 0.064 0.19
C 1.309544 2.353085 0.527605 -0.169 0.035 0.009 -0.69
```
Positions in Å, forces in eV/Å.

Calculated values
Kohn-Sham gap (spin up / spin down) in eV: 7.536 / 7.597
E_tot in eV: -24399.7719
Total charge: 0
Energy relative to the best compared isomer or geometry (same formula, charge and spin) in eV: 1.7091



(2)
A structure of composition C4H11InO2 at a distorted geometry. Source: the Open Molecules 2025 dataset; level of theory: ωB97M-V with the def2-TZVPD basis set.

```
18
Properties=species:S:1:pos:R:3:forces:R:3:lowdin_charge:R:1
O -1.018085 -0.979238 0.005857 -0.468 -0.684 -2.198 -0.36
H 1.671192 -1.317193 -0.501150 -0.039 -0.179 0.136 0.17
O 1.074149 -1.637354 1.453842 1.284 -1.807 -0.399 -0.36
H -0.830255 -3.036912 0.053521 0.040 0.189 -0.132 0.17
C -0.324525 -2.169916 -0.394457 0.391 -1.275 -0.538 -0.11
H 2.158317 -1.448095 3.177645 0.068 -0.113 -0.193 0.12
H -4.598090 -0.041402 1.605764 -0.023 0.019 0.083 0.12
C 2.309351 -1.811588 2.157305 1.531 -0.147 0.942 0.02
H -2.284440 -0.797970 -1.622122 0.085 0.000 0.297 0.13
H -2.783261 0.054620 -0.126356 0.107 -0.218 -0.145 0.08
In -0.329006 -0.330310 1.685502 -1.415 3.770 3.790 1.38
H -0.345743 -2.255397 -1.488605 -0.031 0.059 0.252 0.18
H -2.941485 -1.733020 -0.229504 0.202 0.218 -0.047 0.13
H 3.100882 -1.234722 1.662192 -0.225 -0.143 0.101 0.13
H 2.563683 -2.877877 2.173399 -0.151 0.271 -0.014 0.13
C 1.103854 -2.057319 0.080718 0.331 -0.414 -1.289 -0.11
H 1.593873 -3.036342 0.007345 -0.092 0.229 0.062 0.18
C -2.343842 -0.862615 -0.529293 -1.596 0.225 -0.708 -0.01
```
Positions in Å, forces in eV/Å.

Calculated values
Kohn-Sham gap (spin up / spin down) in eV: 10.427 / 5.164
E_tot in eV: -13571.3451
Total charge: +2
Energy relative to the best compared isomer or geometry (same formula, charge and spin) in eV: 0.0000



(3)
A cluster of 2 separate species, C4H11N2 in total at a distorted geometry. Source: the Open Molecules 2025 dataset; level of theory: ωB97M-V with the def2-TZVPD basis set.

```
17
Properties=species:S:1:pos:R:3:forces:R:3:nbo_charge:R:1
H -2.327238 0.358454 0.385668 0.249 -0.208 0.259 0.22
N 0.309917 0.031945 -2.109567 -0.027 0.117 -0.467 -0.58
H -0.581933 -0.303338 -2.490062 0.453 -0.242 0.334 0.43
H 1.286700 1.300296 0.766141 -0.553 -0.457 -0.162 0.40
N 0.346245 1.047004 0.426397 0.013 0.343 0.148 -0.87
H 0.062869 -1.657953 2.439997 -0.028 -0.455 -0.440 0.23
C -1.803753 0.080113 1.312920 1.095 -0.159 0.739 -0.67
H 1.546037 -0.928597 1.634276 0.916 -0.180 -0.112 0.20
H -2.035595 0.829344 2.088963 0.029 -0.020 -0.405 0.24
H 0.275614 0.589676 -1.192095 0.186 0.372 0.151 0.45
H -2.174137 -0.871114 1.728253 0.056 0.352 -0.493 0.25
H 2.354166 0.115773 -2.402866 0.038 0.126 0.309 0.23
C 0.491182 -1.014631 1.684271 -1.673 1.674 0.245 -0.46
C 1.396701 -0.290725 -2.687961 -0.758 -0.916 0.324 0.14
H 1.347662 -1.118153 -3.388006 0.172 0.455 -0.569 0.22
H -0.230975 1.847795 0.628179 -0.060 0.637 -0.321 0.39
C -0.263462 -0.015888 1.175490 -0.107 -1.440 0.458 0.17
```
Positions in Å, forces in eV/Å.

Calculated values
Kohn-Sham gap in eV: 7.725
E_tot in eV: -7298.8599
Total charge: +1
Energy relative to the best compared isomer or geometry (same formula, charge and spin) in eV: 2.0882



(4)
A cluster of 2 separate species, C4H11N2 in total at a distorted geometry. Source: the Open Molecules 2025 dataset; level of theory: ωB97M-V with the def2-TZVPD basis set.

```
17
Properties=species:S:1:pos:R:3:forces:R:3:nbo_charge:R:1
C 1.004559 1.199713 -0.148031 -3.511 -1.014 0.620 -0.47
C -1.617712 -0.940612 -0.097786 -1.450 2.658 1.233 -0.40
C -0.476557 1.336431 0.219423 -1.850 0.297 2.441 -0.20
H 1.563402 1.493414 0.660262 1.760 0.230 1.939 0.24
N 1.794825 -1.027881 0.166483 -2.064 0.345 0.165 -0.84
C 0.770516 -0.278318 -0.302560 -0.520 -0.616 -2.510 0.26
H 1.256338 1.697476 -0.968926 1.237 2.063 -3.443 0.24
H -2.642084 -0.754958 0.278916 0.809 -0.574 1.208 0.25
H 1.688993 -1.975375 0.368891 0.453 -1.570 -0.048 0.41
H -0.900434 1.831191 1.136805 1.355 0.110 -0.674 0.24
H -1.233684 1.648503 -0.520111 0.680 -0.797 -0.264 0.24
H 0.219534 -0.640096 -1.817988 1.259 0.986 3.947 0.12
H -1.213304 -1.877430 -0.049868 -0.103 -2.886 -0.597 0.22
N -0.512720 -0.167193 0.540474 -1.916 0.266 -3.552 -0.40
H 2.627950 -0.551652 0.078463 2.377 0.206 0.172 0.41
H -0.539890 -0.524235 1.459731 1.005 0.351 1.810 0.44
H -1.789739 -0.468974 -1.004170 0.481 -0.055 -2.448 0.23
```
Positions in Å, forces in eV/Å.

Calculated values
Kohn-Sham gap in eV: 10.619
E_tot in eV: -7296.0343
Total charge: +1
Energy relative to the best compared isomer or geometry (same formula, charge and spin) in eV: 4.9137



(5)
A cluster of 2 separate species, C4H11N2 in total at a distorted geometry. Source: the Open Molecules 2025 dataset; level of theory: ωB97M-V with the def2-TZVPD basis set.

```
17
Properties=species:S:1:pos:R:3:forces:R:3:nbo_charge:R:1
H 0.874220 1.814735 -1.125972 -0.018 -0.010 0.281 0.25
C 1.627129 0.786738 0.717599 0.729 -0.674 -0.290 -0.22
H 0.233080 -1.929124 -0.844531 -0.970 0.173 0.036 0.25
H 0.979685 -1.699929 0.791305 0.186 -1.785 0.126 0.22
H 2.493521 0.169936 0.953601 -0.178 0.476 0.490 0.24
H -0.374424 0.189998 0.206415 -1.851 0.435 0.451 0.47
H 2.128685 0.514348 -1.385715 -0.326 -0.004 0.067 0.24
H 1.232205 1.508416 1.377464 -0.022 0.584 0.856 0.25
H -4.045624 -0.077121 0.019811 -2.843 0.444 1.478 0.19
H -2.178750 0.698631 1.449088 -0.738 0.786 2.645 0.36
N 0.601827 -0.009958 0.066031 1.721 0.826 -2.683 -0.36
H -2.693420 -0.336120 -1.052141 -0.558 -0.566 -0.643 0.15
N -2.005002 0.286160 0.593174 -0.500 -0.153 -1.224 -0.67
C 1.398638 0.959872 -0.715725 -0.074 0.777 -0.761 -0.22
C 0.912427 -1.374028 -0.228446 0.584 -1.062 1.133 -0.42
C -3.034031 -0.034700 -0.073683 4.268 -0.399 -2.149 0.06
H 1.849833 -1.467857 -0.748276 0.591 0.153 0.188 0.22
```
Positions in Å, forces in eV/Å.

Calculated values
Kohn-Sham gap in eV: 12.128
E_tot in eV: -7297.7579
Total charge: +1
Energy relative to the best compared isomer or geometry (same formula, charge and spin) in eV: 3.1902



(6)
A cluster of 2 separate species, C4H11N2 in total at a distorted geometry. Source: the Open Molecules 2025 dataset; level of theory: ωB97M-V with the def2-TZVPD basis set.

```
17
Properties=species:S:1:pos:R:3:forces:R:3:nbo_charge:R:1
H -0.489575 0.614411 0.438807 -0.048 0.172 -0.015 0.44
H -0.836063 -1.644184 0.497762 -0.141 0.102 0.246 0.12
C 1.433011 1.366583 0.180437 -0.208 0.260 -0.266 -0.23
H 1.590865 2.665163 -2.799765 -0.002 0.014 -0.207 0.41
N 2.007056 2.260499 -1.980867 -0.445 0.401 0.089 -0.75
H -0.808695 -3.466304 0.357413 0.021 0.057 -0.277 0.21
C 1.146364 1.729450 -1.082531 0.413 -0.852 0.551 0.07
H 0.231434 1.069689 1.844253 -0.092 -0.008 0.245 0.44
H -3.304662 -1.809068 1.035694 -0.057 0.123 -0.388 0.20
H 2.798819 2.782116 -1.643939 0.183 -0.114 0.069 0.41
C -2.706174 -2.647360 0.702044 0.344 0.142 0.377 -0.34
H 2.334476 1.541753 0.742577 0.082 0.002 -0.085 0.23
C -1.394719 -2.570842 0.519875 -0.205 -0.442 -0.124 -0.40
H 0.175558 1.418919 -1.456733 -0.002 0.243 -0.291 0.20
N 0.400296 0.635685 0.940283 -0.042 -0.028 -0.249 -0.66
H 0.634655 -0.348486 1.086887 0.205 -0.014 0.196 0.44
H -3.212647 -3.598024 0.617804 -0.006 -0.058 0.129 0.22
```
Positions in Å, forces in eV/Å.

Calculated values
Kohn-Sham gap in eV: 9.908
E_tot in eV: -7298.3840
Total charge: +1
Energy relative to the best compared isomer or geometry (same formula, charge and spin) in eV: 2.5640



(7)
The ion C4H11N2 with charge +2 at a distorted geometry. Source: the Open Molecules 2025 dataset; level of theory: ωB97M-V with the def2-TZVPD basis set.

```
17
Properties=species:S:1:pos:R:3:forces:R:3:nbo_charge:R:1
C -1.127510 -0.677955 0.480091 -0.153 0.242 -0.577 -0.23
H 1.430940 -0.435440 -0.151018 0.067 -0.614 0.838 0.18
H 2.003206 -1.578265 1.165237 -0.649 -0.957 -0.248 0.29
C -0.583489 0.480557 -1.526695 -0.234 -0.151 -5.755 0.37
H -0.206819 0.311790 2.278926 0.652 -1.736 -1.613 0.28
H 0.008494 -1.380719 2.279520 -1.155 -3.104 2.048 0.28
H 0.423851 2.209356 -1.486546 0.298 1.392 -0.269 0.45
C 1.460934 -0.671986 0.946574 0.493 1.730 -1.075 -0.58
H 0.127217 1.543509 -3.106969 0.715 0.256 -1.367 0.48
H -0.900758 -1.419732 -0.288360 -0.870 -0.838 0.456 0.26
H -2.198621 -0.782206 0.985910 1.490 -0.158 -0.522 0.41
H 2.204887 0.054844 1.358171 -1.323 0.149 0.152 0.28
N -0.014445 1.579488 -2.128643 -1.948 -4.107 3.169 -0.51
N -1.117311 0.540061 -0.342982 2.868 0.509 3.361 -0.31
H -0.786369 -0.504186 -2.120793 0.543 2.023 0.632 0.29
H -0.680292 1.387603 0.073547 -1.609 -0.067 1.038 0.44
C -0.043915 -0.656718 1.584030 0.817 5.431 -0.271 -0.37
```
Positions in Å, forces in eV/Å.

Calculated values
Kohn-Sham gap (spin up / spin down) in eV: 10.714 / 5.212
E_tot in eV: -7283.3332
Total charge: +2
Energy relative to the best compared isomer or geometry (same formula, charge and spin) in eV: 4.5571
2S+1: 2



(8)
The ion C4H11N2 with charge +2 at a distorted geometry. Source: the Open Molecules 2025 dataset; level of theory: ωB97M-V with the def2-TZVPD basis set.

```
17
Properties=species:S:1:pos:R:3:forces:R:3:nbo_charge:R:1
C 1.080459 1.338104 0.687683 0.536 0.823 -1.199 -0.24
H -0.218092 0.504792 -1.360501 -0.765 -1.718 -0.011 0.25
N -1.837135 -2.032842 -1.313495 -2.464 2.361 -0.357 -0.56
H -2.219842 -1.105807 0.508312 -0.256 -0.214 0.251 0.25
H 1.456512 2.107056 1.391134 -0.649 -1.180 0.681 0.30
H -0.520233 0.162384 1.648607 0.529 0.130 -0.746 0.27
H 1.140849 1.986682 -0.195879 0.134 -0.487 -0.420 0.24
H 1.763751 -0.422878 -0.276934 0.359 1.096 0.757 0.43
H 2.932202 0.651283 -0.011605 0.818 -0.155 0.805 0.47
C -1.661243 -1.051896 -0.410857 0.577 -1.463 -1.003 0.14
H 2.280580 -0.460152 1.219097 0.628 1.262 0.150 0.47
H -2.828716 -2.455022 -1.347883 2.113 0.142 0.333 0.47
H -1.492840 -1.782531 -2.255656 0.132 -0.789 0.436 0.44
C -0.330978 0.764240 0.710173 -0.134 -0.865 3.130 -0.55
N 2.130294 0.246660 0.469158 -1.747 -1.583 -1.666 -0.69
C -0.687055 -0.040985 -0.491811 0.462 2.505 -0.158 -0.05
H -0.988519 1.590911 1.030461 -0.271 0.133 -0.982 0.34
```
Positions in Å, forces in eV/Å.

Calculated values
Kohn-Sham gap (spin up / spin down) in eV: 10.697 / 9.726
E_tot in eV: -7287.0232
Total charge: +2
Energy relative to the best compared isomer or geometry (same formula, charge and spin) in eV: 0.8671
2S+1: 2